A cluster of 7 separate species, H14O7 in total. Source: the OMol25 dataset; level of theory: wB97M-V/def2-TZVPD.

Each line ends with the Mulliken charge.
CARTESIAN COORDINATES (ANGSTROEM)
O 2.774 -0.669 0.742  -0.692
H 2.474 -0.471 -0.139  0.328
H 3.580 -0.160 0.668  0.304
O -0.085 -0.209 0.741  -0.725
H 0.599 -0.836 0.717  0.254
H -0.636 -0.621 0.061  0.488
O -1.120 -1.960 -1.068  -0.736
H -0.174 -2.226 -1.274  0.289
H -1.709 -2.650 -1.331  0.296
O -2.545 0.992 1.099  -0.690
H -2.688 0.976 0.150  0.364
H -1.694 0.589 1.241  0.405
O 2.230 1.767 2.107  -0.610
H 2.229 0.862 1.862  0.375
H 3.112 1.964 1.790  0.278
O -2.906 0.091 -1.393  -0.673
H -3.807 -0.367 -1.353  0.349
H -2.324 -0.664 -1.461  0.351
O 1.081 0.991 -1.262  -0.650
H 0.703 0.744 -0.438  0.420
H 0.903 1.859 -1.449  0.276

Cartesian forces, eV/Å:
O 0.3 -0.2 0.0
H -0.9 0.1 -1.0
H 0.8 0.0 0.6
O -1.2 0.5 -0.3
H 2.0 -1.3 1.0
H -0.8 0.3 0.1
O 2.4 0.1 -0.1
H -1.9 0.2 0.0
H -0.3 -1.0 -0.2
O -0.6 0.5 0.7
H 0.0 -0.1 -0.2
H 0.4 0.0 0.2
O 0.4 1.2 0.2
H -0.8 -1.7 -0.2
H 0.3 0.9 0.1
O -2.6 -0.9 -0.6
H 1.7 1.3 0.0
H 0.7 -0.1 -0.1
O 1.9 -3.2 -1.3
H -0.9 0.2 1.5
H -0.7 3.3 -0.5

Results
Largest force on an atom: 3.89 eV Å⁻¹
SMILES string: O.O.O.O.O.O.O
Lowest unoccupied orbital energy: -0.3 eV


A cluster of 7 separate species, H14O7 in total. Source: the OMol25 dataset; level of theory: wB97M-V/def2-TZVPD.

Each line ends with the Mulliken charge.
CARTESIAN COORDINATES (ANGSTROEM)
O -0.302 0.831 2.697  -0.725
H 0.504 0.852 3.211  0.329
H -0.564 1.749 2.622  0.315
O -0.407 -3.389 -0.640  -0.622
H -0.620 -2.493 -0.898  0.328
H -1.118 -3.918 -1.002  0.315
O -0.038 -0.446 -0.302  -0.652
H -0.317 -0.652 0.590  0.339
H 0.543 0.309 -0.203  0.319
O -1.427 -1.389 3.789  -0.633
H -1.166 -0.530 3.457  0.386
H -2.182 -1.634 3.254  0.312
O -1.568 -0.159 -2.849  -0.623
H -1.283 -0.370 -1.960  0.327
H -0.909 -0.563 -3.414  0.312
O 1.498 1.928 -3.198  -0.604
H 2.189 2.488 -2.843  0.288
H 1.690 1.059 -2.845  0.320
O 1.881 1.730 0.258  -0.625
H 2.208 2.225 -0.493  0.291
H 1.387 2.370 0.770  0.303

Cartesian forces, eV/Å:
O 0.1 0.2 -0.3
H 0.4 -0.1 0.2
H -0.3 0.2 0.0
O 0.1 -0.2 0.1
H 0.1 0.4 0.0
H -0.2 -0.2 -0.1
O -0.5 -0.4 -0.4
H 0.0 -0.1 0.4
H 0.4 0.4 0.0
O -0.1 -0.5 0.3
H 0.1 0.4 -0.2
H -0.2 -0.2 -0.1
O -0.3 0.0 -0.3
H 0.3 0.1 0.5
H 0.1 -0.1 -0.2
O -0.1 0.2 0.0
H 0.2 0.2 -0.1
H 0.0 -0.3 0.0
O 0.0 -0.3 0.1
H 0.1 0.1 -0.2
H -0.1 0.2 0.1

Results
Largest force on an atom: 0.73 eV Å⁻¹
SMILES string: O.O.O.O.O.O.O
Lowest unoccupied orbital energy: -0.3 eV


A cluster of 7 separate species, H14O7 in total. Source: the OMol25 dataset; level of theory: wB97M-V/def2-TZVPD.

Each line ends with the Mulliken charge.
CARTESIAN COORDINATES (ANGSTROEM)
O -3.220 0.133 -0.652  -0.711
H -3.835 0.350 0.048  0.286
H -2.753 -0.639 -0.332  0.451
O -1.539 2.203 -1.178  -0.629
H -1.976 1.366 -1.026  0.417
H -2.187 2.861 -0.928  0.262
O 2.558 0.725 2.861  -0.672
H 2.357 -0.172 3.129  0.326
H 3.475 0.694 2.589  0.336
O 2.233 2.061 -1.115  -0.624
H 1.864 1.338 -0.607  0.391
H 1.846 1.965 -1.985  0.299
O 1.551 -2.102 -1.789  -0.621
H 1.152 -1.350 -1.352  0.332
H 1.170 -2.864 -1.352  0.285
O 0.984 -0.102 0.175  -0.678
H 0.065 -0.237 0.410  0.305
H 1.425 0.052 1.011  0.332
O -1.771 -1.827 0.417  -0.693
H -1.051 -2.450 0.517  0.301
H -2.347 -2.005 1.160  0.304

Cartesian forces, eV/Å:
O -0.5 0.2 -0.2
H -0.2 0.2 0.1
H 0.3 -0.4 -0.2
O 0.7 0.5 -0.1
H -0.5 -0.3 0.0
H -0.1 0.1 0.0
O -0.4 0.0 -0.2
H 0.0 -0.3 0.3
H 0.3 0.1 -0.1
O 0.6 0.4 -0.1
H -0.4 -0.2 0.0
H -0.1 0.0 -0.1
O 0.1 -0.3 -0.4
H 0.1 0.4 0.3
H 0.0 -0.2 0.0
O -0.1 -0.4 -0.1
H -0.5 0.2 0.0
H 0.4 0.2 0.5
O 0.2 -0.1 0.2
H 0.2 -0.2 -0.2
H -0.2 -0.1 0.3

Results
Largest force on an atom: 0.89 eV Å⁻¹
SMILES string: O.O.O.O.O.O.O
Lowest unoccupied orbital energy: -0.4 eV